Entry 1:
ORCA calculation (ωB97M-V/def2-TZVPD) on a cluster of 2 separate species, CH2F3N in total.

Geometry as ORCA input:
```
! wB97M-V def2-TZVPD RIJCOSX def2/J DEFGRID3
* xyz 0 1
F 0.9722 -2.0099 -0.5856
C 0.6285 -0.7675 -0.8029
N -0.0564 -0.1105 -0.0127
F -0.3236 -0.8277 1.1484
H 0.9536 -0.3447 -1.8836
F -0.7414 2.3825 1.0336
H -1.4330 1.6779 1.1028
*
```

Its relative energy (zero: lowest compared OMol25 entry of this formula, charge and spin) is 330.4 kJ/mol. As for the SMILES: F/C=N\F.F.

Atomic partial charges in e from the Mulliken method, atoms 1 to 6:
1 F -0.1810
2 C 0.1668
3 N -0.1072
4 F -0.1654
5 H 0.2742
6 F -0.4067

***

Entry 2:
ORCA calculation (ωB97M-V/def2-TZVPD) on a structure of composition C3H4AgLiO5.

Geometry as ORCA input:
```
! wB97M-V def2-TZVPD RIJCOSX def2/J DEFGRID3
* xyz 0 1
C 0.4248 -0.5107 -2.0503
C 0.9889 -1.8297 -1.5696
O 1.5419 -2.6147 -2.3007
O -0.1347 0.2682 -1.0339
H -0.3760 -0.7343 -2.7743
H 1.2201 0.0375 -2.5824
H 0.8430 -2.0451 -0.4853
Li -1.7414 0.2698 -0.0339
O 0.6283 1.4371 1.2891
C -0.2433 1.3331 2.2055
O -1.4199 0.8126 1.9337
O -0.0614 1.7609 3.3935
Ag -2.1800 1.1876 4.3664
H 0.5098 0.6277 -0.3579
*
```

Its relative energy (zero: lowest compared OMol25 entry of this formula, charge and spin) is 0.0 kJ/mol.

Atomic partial charges in e from the Mulliken method, atoms 1 to 6:
1 C -0.1943
2 C 0.0451
3 O -0.4710
4 O -0.4843
5 H 0.2491
6 H 0.2560

***

Entry 3:
ORCA calculation (ωB97M-V/def2-TZVPD) on the ion C24H48BN2O10 with charge +1.

Geometry as ORCA input:
```
! wB97M-V def2-TZVPD RIJCOSX def2/J DEFGRID3
* xyz 1 1
C -3.8319 1.5955 -4.8826
C -2.8662 0.5131 -4.4102
O -3.2822 0.0335 -3.1275
C -2.4208 0.3560 -2.0602
C -1.6782 -0.9323 -1.6100
O -1.6853 -1.2267 -0.2165
C -1.1882 -0.2233 0.6538
B -2.4875 0.2657 1.4992
O -2.8174 -0.4215 2.6527
O -3.2301 1.3479 1.1393
C -4.6526 1.1874 1.2398
C -5.2537 0.3019 0.1499
C -0.3571 -1.0632 1.7101
C 1.0105 -1.3540 0.9851
C 2.1702 -1.4501 1.9979
O 3.4496 -1.2997 1.3776
C 4.1868 -2.4556 1.3110
C 4.7581 -2.7588 -0.0647
O 4.3892 -3.1597 2.2183
C 1.0678 -2.5963 0.0930
C 1.0635 -3.9609 0.8425
O 0.3559 -3.9867 2.0465
C 0.6235 -5.0769 -0.1432
N -0.7962 -5.3888 -0.0035
C 1.1580 0.0250 0.2250
C 1.8997 -0.0463 -1.1240
C 2.2614 1.3367 -1.7060
C 3.4676 1.9802 -0.9930
C 3.5383 3.4749 -1.3360
O 2.8627 4.2841 -0.3762
N -0.1616 0.7369 0.2101
C -0.1559 2.0999 0.8835
C 0.2918 2.1085 2.3439
C 1.0304 3.4208 2.6637
C 0.0312 4.5029 3.0048
O -0.8613 4.7277 2.2654
O 0.1670 5.1546 4.1719
H -3.5412 2.0377 -5.8346
H -4.0452 2.3491 -4.1249
H -4.7835 1.0955 -5.0795
H -2.9823 -0.3273 -5.1010
H -1.8125 0.8016 -4.4605
H -1.6611 1.0998 -2.3451
H -3.0219 0.8201 -1.2747
H -0.6715 -0.9071 -2.0494
H -2.1720 -1.7650 -2.1067
H -3.3523 -1.2079 2.4669
H -4.9874 0.8619 2.2257
H -5.0802 2.1816 1.1156
H -4.6475 -0.5731 -0.1111
H -6.2580 -0.0480 0.3855
H -5.3470 0.8909 -0.7659
H -0.9332 -1.9758 1.7226
H -0.2030 -0.6034 2.6795
H 2.0494 -0.5832 2.6606
H 2.0976 -2.3252 2.6409
H 4.0891 -3.4032 -0.6325
H 5.7755 -3.1286 -0.0018
H 4.8023 -1.8126 -0.6172
H 0.2562 -2.6287 -0.6411
H 1.9791 -2.5818 -0.5071
H 2.0958 -4.2041 1.1001
H -0.5981 -3.9754 1.8921
H 0.8606 -4.7440 -1.1632
H 1.1979 -5.9596 0.1297
H -1.3819 -4.6165 -0.3030
H -1.0243 -6.2095 -0.5479
H 1.9191 0.5130 0.8350
H 2.8479 -0.5237 -0.8711
H 1.4123 -0.7125 -1.8387
H 2.5344 1.1668 -2.7474
H 1.4036 2.0192 -1.6439
H 4.3817 1.4897 -1.3338
H 3.3665 1.8265 0.0856
H 3.0847 3.6560 -2.3092
H 4.5807 3.8043 -1.3649
H 3.3908 4.2742 0.4317
H -0.1789 1.0405 -0.7717
H 0.5899 2.6683 0.3211
H -1.0968 2.6159 0.7082
H -0.5746 2.0558 3.0092
H 0.9421 1.2857 2.6310
H 1.7026 3.2718 3.5112
H 1.6709 3.7187 1.8345
H -0.7335 5.2190 4.5296
*
```

Its relative energy (zero: lowest compared OMol25 entry of this formula, charge and spin) is 93.2 kJ/mol. As for the SMILES: CCOCCO[C@@]1(B(O)OCC)C[C@@](COC(C)=O)(C[C@@H](O)CN)[C@@H](CCCCO)[N@@H+]1CCCC(=O)O.

Atomic partial charges in e from the Mulliken method, atoms 1 to 6:
1 C -1.1515
2 C -0.2115
3 O -0.4068
4 C -0.5443
5 C -0.0524
6 O -0.5449

***

Entry 4:
ORCA calculation (ωB97M-V/def2-TZVPD) on a cluster of 4 separate species, C5H17NO5 in total.

Geometry as ORCA input:
```
! wB97M-V def2-TZVPD RIJCOSX def2/J DEFGRID3
* xyz 0 1
C -2.6593 -1.0749 -0.1253
C -1.5397 -1.9411 -0.8776
O -1.7302 -3.1506 -0.2227
C -0.1138 -1.4914 -0.8923
C 0.1378 -0.5337 -2.0459
N 0.9900 0.5416 -1.6810
C 0.6078 1.9365 -1.7865
O 1.3402 2.7396 -1.3305
H -3.7467 -1.3154 -0.5370
H -2.3455 -0.0471 -0.2510
H -2.5361 -1.1134 1.0011
H -1.8234 -2.0813 -1.9255
H -1.8740 -3.1646 0.7530
H 0.2239 -1.1861 0.0447
H 0.5464 -2.6061 -1.0080
H -0.8309 -0.1970 -2.6081
H 0.6361 -1.2102 -2.8655
H 1.7810 0.2895 -1.0148
H -0.3319 2.0794 -2.1851
O 0.7341 -0.4531 3.0145
H 0.9606 -0.1675 2.2589
H -0.0107 0.0723 3.1919
O 3.0677 0.7914 1.8347
H 3.1567 1.5555 1.2602
H 3.1851 1.0779 2.7980
O 0.8911 3.6866 2.0098
H 0.0891 4.0462 1.5794
H 1.1944 2.9170 1.6103
*
```

Its relative energy (zero: lowest compared OMol25 entry of this formula, charge and spin) is 373.3 kJ/mol. As for the SMILES: C[C@H](O)CCNC=O.O.O.O.

Atomic partial charges in e from the Mulliken method, atoms 1 to 6:
1 C -1.0848
2 C 0.0299
3 O -0.6183
4 C -0.2022
5 C -0.5595
6 N -0.1611

***

Entry 5:
ORCA calculation (ωB97M-V/def2-TZVPD) on a cluster of 5 separate species, C18H34BF3N5O2P in total.

Geometry as ORCA input:
```
! wB97M-V def2-TZVPD RIJCOSX def2/J DEFGRID3
* xyz 0 1
C -1.2181 4.5476 0.7823
B -2.0872 3.2836 0.6360
C -1.4336 1.8331 0.4173
F -1.8006 0.9689 1.3940
F -1.8237 1.2876 -0.7550
F -0.0830 1.8243 0.4023
P -3.9724 3.4160 0.8662
N -4.1475 3.6266 2.3864
O -4.6730 2.1482 0.1594
O -4.5232 4.6575 0.0192
H -0.2644 4.3461 1.2769
H -0.9621 4.8865 -0.2349
H -1.7384 5.3677 1.2770
H -4.5931 2.8713 2.8924
H -5.6021 2.3176 -0.0456
H -4.1873 4.6725 -0.8972
C 1.0550 -0.8857 2.4886
C 0.2957 -2.0242 3.1547
C 1.1846 -2.8833 4.0607
C 2.2805 -3.5027 3.3198
N 3.1198 -3.9864 2.7073
H 1.8490 -1.2573 1.8369
H 0.3832 -0.2804 1.8853
H 1.5213 -0.2317 3.2280
H -0.1632 -2.6667 2.3999
H -0.5172 -1.6316 3.7681
H 0.6113 -3.6799 4.5385
H 1.6247 -2.2736 4.8532
C -7.8257 3.6207 -1.4770
C -8.1005 4.2763 -2.8241
C -6.9121 4.1584 -3.7873
C -5.7188 4.8058 -3.2461
N -4.8145 5.3161 -2.7604
H -6.9894 4.1045 -0.9671
H -8.6962 3.6902 -0.8261
H -7.5908 2.5600 -1.6051
H -8.3432 5.3311 -2.6869
H -8.9620 3.8103 -3.3042
H -7.1340 4.6084 -4.7560
H -6.6676 3.1082 -3.9633
C 7.6139 -1.3912 0.0492
C 6.8567 -2.4162 0.8808
C 5.3368 -2.2418 0.7914
C 4.8945 -0.9431 1.3011
N 4.5549 0.0775 1.7015
H 7.4203 -0.3750 0.3976
H 8.6885 -1.5666 0.1016
H 7.3176 -1.4540 -1.0000
H 7.1631 -2.3568 1.9274
H 7.0882 -3.4199 0.5268
H 4.8092 -3.0075 1.3568
H 5.0182 -2.3263 -0.2503
C 2.5770 -4.7682 -0.9191
C 2.7670 -4.1282 -2.2876
C 3.9463 -4.7228 -3.0702
C 5.2079 -4.5477 -2.3516
N 6.1479 -4.4023 -1.7111
H 3.4467 -4.6129 -0.2794
H 1.7143 -4.3400 -0.4094
H 2.4141 -5.8444 -1.0084
H 2.9232 -3.0526 -2.1810
H 1.8704 -4.2574 -2.8963
H 4.0428 -4.2516 -4.0497
H 3.7998 -5.7927 -3.2343
*
```

As for the SMILES: CB(C(F)(F)F)P(=N)(O)O.CCCC#N.CCCC#N.CCCC#N.CCCC#N.

Atomic partial charges in e from the Mulliken method, atoms 1 to 6:
1 C -0.8236
2 B 0.0519
3 C 0.7724
4 F -0.2843
5 F -0.2999
6 F -0.2496

***

Entry 6:
ORCA calculation (ωB97M-V/def2-TZVPD) on the molecule C3H6N2S2.

Geometry as ORCA input:
```
! wB97M-V def2-TZVPD RIJCOSX def2/J DEFGRID3
* xyz 0 1
C -2.9648 -0.2398 -0.6737
C -1.8284 -0.9460 -0.6651
N -0.6207 -0.5550 -0.0851
S 0.7014 -1.6429 -0.3464
C -0.5080 0.5323 0.8481
N 0.4198 1.3724 1.1572
S 1.7611 1.5236 0.1393
H -3.8289 -0.5722 -1.1822
H -3.1136 0.6626 -0.0688
H -1.7199 -1.9151 -1.1747
H 1.4759 -0.9316 -1.2984
H -1.4460 0.5800 1.4699
H 2.4454 2.2838 1.0080
*
```

Its relative energy (zero: lowest compared OMol25 entry of this formula, charge and spin) is 240.7 kJ/mol. As for the SMILES: C=CN(S)/C=N\S.

Atomic partial charges in e from the Mulliken method, atoms 1 to 6:
1 C -0.8750
2 C 0.2107
3 N -0.1677
4 S -0.1444
5 C 0.0658
6 N -0.3562

***

Quick rundown of frontier orbital gap, same order as above: 12.595; 6.299; 9.927; 9.952; 8.974; 8.930 eV
Quick rundown of HOMO energy, same order as above: -11.9211; -7.7290; -11.9302; -9.6045; -9.1350; -8.3736 eV
Quick rundown of strongest force on any atom, same order as above: 3.90; 1.99; 3.90; 10.13; 0.35; 2.16 eV/Å